{
  "formula": "C9H12N2OS",
  "method": "ωB97M-V/def2-TZVPD",
  "smiles": "C=C1N=C(C)[C@H](C)C(=O)N1/C=C\\S",
  "homo_energy_ev": -8.0,
  "lumo_ha": 0.00607,
  "total_energy_ha": -932.998848,
  "e_above_lowest_kcal_mol": 59.2,
  "charge": 0,
  "species": ["C", "C", "C", "C", "C", "C", "C", "C", "C", "N", "N", "O", "S", "H", "H", "H", "H", "H", "H", "H", "H", "H", "H", "H", "H"],
  "positions_angstrom": [[2.4453, 1.1925, -0.5836], [3.7846, 0.8474, -0.5822], [-1.2482, -0.3004, -0.8475], [0.9617, -0.8569, -0.0536], [-0.5143, -1.2004, 0.1288], [0.0214, 1.3926, -0.2783], [-2.4254, -0.9209, -1.5913], [-0.7920, -0.8036, 1.6346], [0.2167, 2.5525, 0.3578], [-1.1475, 0.9505, -0.8938], [1.2117, 0.5121, -0.2365], [1.8861, -1.6325, -0.1968], [4.8650, -0.4405, 0.0070], [2.2570, 2.2129, -0.9295], [4.3949, 1.7118, -0.9081], [-0.6949, -2.2820, 0.0652], [-2.2956, -0.8370, -2.7512], [-3.4061, -0.5155, -1.5113], [-2.4159, -1.9793, -1.2906], [-1.8355, -0.9934, 1.8389], [-0.6800, 0.2315, 1.5924], [-0.1564, -1.3787, 2.3006], [-0.4756, 3.3852, 0.5596], [1.1673, 2.5709, 0.8486], [4.1268, -1.5170, -0.1140]],
  "atomic_forces_ev_per_a": [[1.61, -1.37, 0.07], [-1.70, 0.81, 0.33], [-3.51, -1.52, 0.08], [1.79, 0.64, -1.72], [1.47, 0.33, 1.03], [1.32, 1.02, 1.23], [1.59, -1.30, -2.09], [-0.97, -1.35, -1.80], [-0.78, 0.12, 0.24], [1.75, 0.71, -0.12], [-1.25, 0.50, -0.50], [-0.59, -0.57, 0.56], [0.12, 1.09, -0.20], [-0.09, -0.64, 0.02], [-0.30, -0.72, 0.14], [0.27, 0.48, -0.70], [0.31, -0.39, 2.00], [-0.58, 0.72, 0.92], [-0.49, 0.22, -0.55], [-0.30, -0.22, 0.27], [0.52, 1.72, 1.08], [0.14, 0.32, 0.04], [0.21, -0.74, -0.62], [0.24, 0.58, 0.37], [-0.79, -0.44, -0.07]]
}